No. 1
Molecular formula: C3H5N2O2
Method: DFT, ωB97M-V with the def2-TZVPD basis set

Each line ends with the Löwdin charge.
Cartesian coordinates (Å):
H: 3.18073 0.49383 -1.24092  0.1324
N: 2.95392 0.92096 -0.29724  0.1869
C: 2.08572 0.38040 0.34940  -0.1463
O: 1.26151 -0.83822 -0.09518  0.0872
C: 0.00338 -1.07380 -0.05590  -0.1777
N: -0.98362 -0.38706 0.16844  0.2246
C: -2.10308 0.16998 0.42103  -0.1286
O: -2.82920 0.71200 -0.47460  0.2097
H: 1.88911 0.80998 1.28649  0.1205
H: -0.16688 -2.06235 -0.29436  0.1563
H: -2.53802 -0.05102 1.33352  0.1570
H: -2.28846 0.59253 -1.29331  0.1779

For the LUMO energy, the calculation gives -4.40 eV. The HOMO energy is -15.43 eV. The total charge is +1. As for the structure (SMILES): [H]/N=C\OC=[N+]=CO. The value obtained for the strongest force on any atom is 4.16 eV/A.



No. 2
Molecular formula: C3H5N2O3
Method: DFT, ωB97M-V with the def2-TZVPD basis set

Each line ends with the Löwdin charge.
Cartesian coordinates (Å):
C: 2.93997 -1.42601 -1.69837  -0.7419
C: 0.94434 -1.30428 0.18513  -0.2672
C: -0.15316 -0.38343 0.71608  -0.1098
N: -1.08267 1.68172 0.03825  -0.0132
N: -0.14185 0.64336 -0.06428  -0.1638
O: 3.15812 -0.68630 -2.67000  -0.0465
O: 3.41183 -2.42821 -1.20046  -0.0089
O: 1.68985 -0.85525 -1.02017  -0.1977
H: 1.87666 -1.33317 0.96452  0.1412
H: 0.45146 -2.37344 0.23966  0.1130
H: -1.56517 1.73783 -0.86914  0.0739
H: -1.79450 1.54436 0.76524  0.0655
H: 0.59376 0.77699 -0.79983  0.1555

For the LUMO energy, the calculation gives 3.79 eV. The HOMO energy is -4.74 eV. The total charge is -1. The value obtained for the strongest force on any atom is 4.19 eV/A.



No. 3
Molecular formula: C3H5N2O3
Method: DFT, ωB97M-V with the def2-TZVPD basis set

Each line ends with the Löwdin charge.
Cartesian coordinates (Å):
O: -10.97495 0.28747 1.67566  -0.0472
C: -10.81482 0.52858 0.48691  -0.7115
N: -11.06001 1.67307 -0.17586  -0.0595
C: 18.69338 -0.10534 0.05313  -0.4088
O: 19.69539 -0.06768 0.63621  0.2020
O: 17.67801 0.24502 -0.37833  0.2068
C: -10.24786 -0.75004 -0.30137  -0.2328
N: -9.73571 -1.57854 -1.68898  -0.0824
H: -11.94886 1.54423 -0.66918  -0.0351
H: -9.34806 -0.87153 0.30074  0.0876
H: -10.90571 -1.52911 0.09054  0.0855
H: -10.33052 -0.56991 -1.49575  0.0169
H: -8.82454 -1.15894 -1.91222  -0.0216

For the LUMO energy, the calculation gives 0.73 eV. The HOMO energy is -2.64 eV. The total charge is -1. The value obtained for the strongest force on any atom is 6.20 eV/A.



No. 4
Molecular formula: C3H5N2OS
Method: DFT, ωB97M-V with the def2-TZVPD basis set

Each line ends with the Mulliken spin population.
Cartesian coordinates (Å):
C: 0.20008 -0.15436 0.03464  0.1061
C: 1.40630 -0.97978 0.07136  0.2720
C: -2.19519 0.27160 -0.56256  -0.0030
N: 2.67186 -0.57150 0.05822  0.5031
N: -0.90694 0.03432 -0.23552  0.2188
O: 1.04304 -2.12320 -0.05837  0.5048
S: 3.63877 0.86166 -0.11313  0.3938
H: 4.57198 0.00940 0.36654  -0.0018
H: -2.45917 1.33959 -0.47892  0.0000
H: -3.00121 -0.19335 0.08056  0.0167
H: -2.32512 -0.11807 -1.49908  0.0136
H: 3.28968 -1.44241 0.11253  -0.0241

For the LUMO energy (spin up / spin down), the calculation gives -5.19 / -8.09 eV. The HOMO energy (spin up / spin down) is -10.72 / -15.02 eV. Its multiplicity is 3. The total charge is +1. The value obtained for the strongest force on any atom is 8.39 eV/A.



No. 5
Molecular formula: C3H5N3
Method: DFT, ωB97M-V with the def2-TZVPD basis set

Each line ends with the Löwdin charge.
Cartesian coordinates (Å):
N: 0.31578 0.15350 1.67282  0.0836
C: -0.04848 0.06222 0.31909  -0.4440
C: -1.19815 0.41383 -0.26839  0.0380
C: 0.15548 -0.53399 -2.70435  0.0424
N: 0.76595 -0.69627 -1.70609  -0.1214
N: 1.04231 -0.48244 -0.41291  0.0091
H: -0.39210 0.55005 2.27603  0.0886
H: 1.19887 0.62992 1.82506  0.0911
H: -1.94984 0.94311 0.29723  0.0517
H: -1.43707 0.21110 -1.31340  0.0151
H: 1.54725 -1.25104 0.01492  0.1457

For the LUMO energy, the calculation gives 0.81 eV. The HOMO energy is -8.82 eV. The value obtained for the strongest force on any atom is 1.03 eV/A.



No. 6
Molecular formula: C3H5N3
Method: DFT, ωB97M-V with the def2-TZVPD basis set

Each line ends with the Löwdin charge.
Cartesian coordinates (Å):
N: -1.96540 -0.15829 0.07926  0.0829
C: -0.46429 -0.08140 0.05807  -0.4121
N: 0.33897 -0.98282 -0.36546  0.0371
N: 1.68556 -0.58166 -0.28459  -0.1767
C: 2.10547 0.58978 0.10046  -0.0097
C: -1.08231 0.96880 0.59717  0.0050
H: -2.41267 -0.15937 -0.83727  0.1436
H: -2.43516 -0.74837 0.76151  0.1363
H: 2.26229 -1.37535 -0.55680  0.1213
H: 3.21100 0.51723 0.06810  -0.0036
H: -1.24346 2.01143 0.37956  0.0760

For the LUMO energy, the calculation gives 0.68 eV. The HOMO energy is -7.91 eV. The value obtained for the strongest force on any atom is 0.59 eV/A.



No. 7
Molecular formula: C3H5N3
Method: DFT, ωB97M-V with the def2-TZVPD basis set

Each line ends with the Löwdin charge.
Cartesian coordinates (Å):
C: 0.40823 1.34301 1.11996  -0.1146
N: 0.30026 1.01420 -0.30258  -0.0308
C: 0.64842 -1.82023 -0.57418  -0.0292
C: -0.41966 -2.11224 -1.04721  -0.0377
N: -1.78476 0.47010 -1.25152  0.2106
N: -0.81666 0.73689 -0.73904  -0.2523
H: -0.12491 0.64239 1.78368  0.0765
H: 1.47495 1.27978 1.33381  0.0652
H: 0.07669 2.37394 1.32002  0.0726
H: 1.60921 -1.58481 -0.16849  0.0232
H: -1.37178 -2.34304 -1.47446  0.0164

For the LUMO energy, the calculation gives 0.97 eV. The HOMO energy is -9.51 eV. The value obtained for the strongest force on any atom is 0.65 eV/A.



No. 8
Molecular formula: C3H5N3
Method: DFT, ωB97M-V with the def2-TZVPD basis set

Each line ends with the Löwdin charge.
Cartesian coordinates (Å):
N: -2.07810 -0.48730 0.10199  0.0938
C: -0.80549 -0.44516 0.22932  -0.4867
N: 0.21562 -1.38610 0.36594  0.0455
N: 1.30210 -0.67821 0.00024  -0.0365
C: 1.18988 0.58459 -0.32736  -0.0566
C: -0.23208 0.92782 -0.04823  -0.1102
H: -0.98962 1.21796 -0.77869  0.1153
H: -2.53345 -1.37234 0.25723  0.0296
H: 2.18203 -1.19038 -0.02778  0.1664
H: 2.06181 1.18680 -0.55250  0.1150
H: -0.31269 1.64232 0.77984  0.1244

For the LUMO energy (spin up / spin down), the calculation gives 0.43 / 0.43 eV. The HOMO energy (spin up / spin down) is -7.92 / -7.93 eV. The value obtained for the strongest force on any atom is 1.38 eV/A.



No. 9
Molecular formula: C3H5N3
Method: DFT, ωB97M-V with the def2-TZVPD basis set

Each line ends with the Löwdin charge.
Cartesian coordinates (Å):
N: 1.89078 0.37602 0.14791  0.0830
C: 0.56038 0.17161 0.00655  -0.2378
C: -0.97614 1.27418 0.00727  -0.0448
N: -1.90483 0.39300 -0.00132  -0.0492
C: -1.48248 -0.84693 0.03143  -0.2588
N: -0.09431 -0.96967 0.03237  0.0405
H: 2.23373 1.26889 -0.16504  0.0925
H: 2.50870 -0.40234 -0.04661  0.0935
H: -0.95062 2.32559 -0.12366  0.0396
H: -2.11639 -1.70515 0.04759  0.0886
H: 0.33118 -1.88520 0.06350  0.1529

For the LUMO energy, the calculation gives 0.68 eV. The HOMO energy is -6.49 eV. As for the structure (SMILES): Nc1cnc[nH]1. The value obtained for the strongest force on any atom is 5.87 eV/A.



No. 10
Molecular formula: C3H5N3
Method: DFT, ωB97M-V with the def2-TZVPD basis set

Each line ends with the Löwdin charge.
Cartesian coordinates (Å):
N: 0.98192 -0.61563 -1.40392  0.0693
C: 0.09492 -0.05058 -0.43930  -0.4980
C: 0.14900 1.32236 0.11309  0.0249
C: -0.44742 1.07138 1.37842  -0.2156
N: -0.69233 -0.21738 1.66622  0.0575
N: -0.31100 -0.91329 0.63997  0.0065
H: 1.69011 0.07177 -1.63621  0.0780
H: 0.50863 -0.88302 -2.25815  0.0760
H: -0.88878 0.32991 -0.84532  0.1719
H: -0.67801 1.80324 2.14294  0.0773
H: -0.40703 -1.91877 0.64226  0.1524

For the LUMO energy, the calculation gives -0.03 eV. The HOMO energy is -8.71 eV. The value obtained for the strongest force on any atom is 0.42 eV/A.



No. 11
Molecular formula: C3H5N3
Method: DFT, ωB97M-V with the def2-TZVPD basis set

Each line ends with the Löwdin charge.
Cartesian coordinates (Å):
C: 2.13454 -0.23414 1.01093  -0.0005
C: -0.47227 0.67958 -0.24609  -0.4091
C: -1.00301 0.88179 0.96884  -0.0478
N: -0.05001 1.35831 -1.17820  0.1851
N: 0.75085 0.14991 -0.83594  -0.0091
N: 1.71508 0.57033 0.11502  -0.1861
H: 3.01923 0.10759 1.49579  -0.0130
H: -0.20973 0.98337 1.78590  0.1211
H: -1.24585 1.91503 0.92583  0.0842
H: -1.83442 0.28083 1.42783  0.1190
H: 2.06387 1.49739 -0.22004  0.1562

For the LUMO energy, the calculation gives 0.38 eV. The HOMO energy is -8.46 eV. The value obtained for the strongest force on any atom is 7.06 eV/A.



No. 12
Molecular formula: C3H5N3
Method: DFT, ωB97M-V with the def2-TZVPD basis set

Each line ends with the Löwdin charge.
Cartesian coordinates (Å):
C: -1.05006 -0.54601 -0.80780  -0.1256
C: 0.15008 -0.09002 -0.09729  -0.4162
C: 1.49223 -0.22144 0.01493  -0.0898
H: -1.75166 -1.66145 -0.26557  0.1756
H: -0.54703 -0.85631 -1.96183  0.1322
H: -1.92729 0.39754 -0.98760  0.1315
H: 2.20750 -0.83446 -0.44433  0.0823
H: -1.14935 1.12345 1.00960  0.1395
N: 1.91938 0.69860 0.99860  -0.0139
N: 0.87409 1.27579 1.56797  -0.0143
N: -0.21789 0.71429 0.97331  -0.0013

For the LUMO energy, the calculation gives 0.53 eV. The HOMO energy is -9.69 eV. The value obtained for the strongest force on any atom is 5.03 eV/A.